No. 1
{
  "formula": "C2H5N2O3",
  "method": "ωB97M-V with the def2-TZVPD basis set",
  "charge": 1,
  "multiplicity": 1,
  "homo_lumo_gap_ev": [8.542, 8.930],
  "smiles": "C/C(=[NH+]/O)[N+](=O)[O-]",
  "elements": ["C", "C", "N", "O", "N", "O", "O", "H", "H", "H", "H", "H"],
  "coordinates": [[-0.50036, 1.08423, 0.21540], [0.68754, 0.16435, 0.07511], [0.37449, -1.45190, 0.16904], [1.28546, -2.33103, 0.06088], [2.05023, 0.45462, -0.09814], [2.89895, -0.38956, 0.11866], [2.19920, 1.54695, -0.60605], [-1.47844, 0.69781, -0.24213], [-0.76001, 1.31048, 1.19607], [-0.24196, 2.21511, -0.08401], [-0.57748, -1.83511, 0.01604], [2.29156, -1.79976, 0.19992]],
  "forces_ev_per_angstrom": [[0.40, 1.67, -2.47], [-3.52, -5.25, 0.79], [0.88, 5.83, -0.49], [2.68, 0.13, 0.38], [-1.62, 1.47, -1.25], [1.10, -1.11, 0.39], [0.84, -0.32, 0.54], [1.73, 0.49, 0.16], [-0.17, -0.31, 2.40], [-0.40, -2.78, -0.23], [0.45, 0.55, 0.16], [-2.38, -0.38, -0.39]]
}


No. 2
{
  "formula": "C2H5N2S",
  "method": "ωB97M-V with the def2-TZVPD basis set",
  "charge": 1,
  "multiplicity": 1,
  "homo_lumo_gap_ev": 10.145,
  "smiles": "[H]/N=C1\\S[C@H]1[NH3+]",
  "elements": ["H", "N", "C", "S", "C", "N", "H", "H", "H", "H"],
  "coordinates": [[1.79298, -2.40656, 0.79309], [1.27058, -1.59482, 1.11612], [1.26425, -0.59550, 0.42176], [2.16780, 0.51386, -0.67441], [0.70759, 0.73355, 0.42867], [-0.61243, 0.82910, -0.24547], [0.67688, 1.31413, 1.28922], [-1.26117, 0.06715, 0.22284], [-0.32773, 0.46128, -1.17807], [-1.02324, 1.74993, -0.37214]],
  "forces_ev_per_angstrom": [[0.50, 0.23, 0.28], [-1.04, -1.86, 0.12], [1.23, 1.47, -0.34], [-0.90, -0.18, 0.31], [0.15, -0.09, -0.72], [-0.38, -3.26, -0.44], [0.60, 1.09, 1.49], [0.99, 2.20, -1.16], [-0.98, 0.24, 0.11], [-0.15, 0.16, 0.35]]
}


No. 3
{
  "formula": "C2H5N3",
  "method": "ωB97M-V with the def2-TZVPD basis set",
  "charge": 0,
  "multiplicity": 1,
  "homo_lumo_gap_ev": [7.972, 6.916],
  "elements": ["C", "C", "N", "N", "N", "H", "H", "H", "H", "H"],
  "coordinates": [[-0.11279, -0.67031, 0.95069], [0.63377, 0.56474, 0.48026], [-0.95218, -1.00134, -0.19500], [-0.69938, -0.11259, -1.15775], [0.28852, 0.77553, -0.78681], [-0.60000, -0.49542, -2.10317], [0.49324, 1.60241, -1.33895], [-0.72889, -0.48831, 1.85504], [0.58273, -1.49455, 1.20912], [1.09500, 1.31985, 1.08657]],
  "forces_ev_per_angstrom": [[0.30, 0.49, 0.39], [0.06, -0.52, 1.45], [0.00, -0.46, -0.23], [-0.24, 0.25, -0.38], [0.40, 0.44, -1.48], [-0.05, 0.12, 0.37], [-0.40, -0.41, 0.21], [0.17, -0.08, -0.24], [-0.29, 0.01, -0.06], [0.04, 0.16, -0.03]]
}


No. 4
{
  "formula": "C2H5N3",
  "method": "ωB97M-V with the def2-TZVPD basis set",
  "charge": 0,
  "multiplicity": 1,
  "homo_lumo_gap_ev": 9.497,
  "elements": ["C", "C", "N", "N", "N", "H", "H", "H", "H", "H"],
  "coordinates": [[-2.89956, -0.13322, 0.11980], [2.98629, -0.01311, -0.34985], [-1.99688, 0.56300, -0.35621], [1.91360, -0.09098, 0.29066], [0.91929, -0.36455, 0.77081], [-2.96309, -0.47787, 1.16802], [-3.65255, -0.53268, -0.46005], [-1.24600, 0.99778, 0.27159], [3.98391, -0.29252, 0.00763], [2.95498, 0.34415, -1.46240]],
  "forces_ev_per_angstrom": [[0.86, -0.58, 3.00], [2.85, 1.33, -3.87], [2.21, 2.26, -0.65], [-2.02, -1.76, 0.81], [0.35, 0.90, 0.22], [0.11, 0.39, -0.03], [-1.56, -0.70, -1.73], [-1.63, -1.37, -0.60], [-0.89, 0.15, 0.44], [-0.28, -0.62, 2.41]]
}


No. 5
{
  "formula": "C2H5N3O",
  "method": "ωB97M-V with the def2-TZVPD basis set",
  "charge": 0,
  "multiplicity": 1,
  "homo_lumo_gap_ev": 10.451,
  "smiles": "[H]/N=C\\NC(N)=O",
  "elements": ["H", "N", "C", "N", "C", "N", "O", "H", "H", "H", "H"],
  "coordinates": [[2.26446, 1.31378, 0.76251], [2.53568, 0.64706, 0.05362], [1.58049, -0.11157, -0.31618], [0.23835, 0.09061, 0.04322], [-0.92370, -0.61221, -0.30653], [-2.07244, -0.05151, 0.23635], [-0.92838, -1.62430, -0.96916], [2.22933, -0.96082, -0.48793], [0.12849, 0.82970, 0.73226], [-2.92477, -0.46997, -0.11314], [-2.12750, 0.94924, 0.36498]],
  "forces_ev_per_angstrom": [[-0.31, 1.21, -0.18], [0.05, 0.63, 0.81], [1.24, 0.16, 1.43], [0.18, -0.16, 0.07], [0.28, -0.22, -0.14], [0.08, -0.02, -0.16], [0.12, 0.32, 0.20], [-1.99, -1.65, -1.75], [0.01, -0.13, -0.30], [0.23, 0.03, 0.04], [0.11, -0.17, -0.02]]
}


No. 6
{
  "formula": "C2H5N3O",
  "method": "ωB97M-V with the def2-TZVPD basis set",
  "charge": 0,
  "multiplicity": 1,
  "homo_lumo_gap_ev": 11.097,
  "smiles": "[H]/N=C/NC(N)=O",
  "elements": ["H", "N", "C", "N", "C", "N", "O", "H", "H", "H", "H"],
  "coordinates": [[2.99535, -0.09451, 0.70226], [2.08437, 0.32962, 0.85811], [1.41457, 0.29289, -0.21308], [0.07222, 0.73548, -0.18643], [-0.78291, -0.34954, -0.40562], [-1.97014, -0.30038, 0.27449], [-0.44048, -1.30243, -1.07835], [1.73149, -0.09995, -1.18163], [-0.12569, 1.28258, 0.64478], [-2.58250, -1.06784, 0.04577], [-2.39629, 0.57407, 0.53969]],
  "forces_ev_per_angstrom": [[0.16, 0.26, 0.01], [0.03, -0.08, -0.43], [0.25, 0.05, 0.33], [-0.04, -0.04, -0.03], [-0.02, -0.11, 0.01], [-0.15, -0.10, -0.22], [-0.29, 0.15, 0.09], [-0.03, 0.00, 0.26], [0.06, -0.20, -0.01], [-0.10, 0.18, 0.02], [0.13, -0.11, -0.05]]
}


No. 7
{
  "formula": "C2H5N3O",
  "method": "ωB97M-V with the def2-TZVPD basis set",
  "charge": 0,
  "multiplicity": 1,
  "homo_lumo_gap_ev": 8.979,
  "smiles": "[H]/N=C(\\N=C)ON",
  "elements": ["H", "N", "C", "N", "C", "O", "N", "H", "H", "H", "H"],
  "coordinates": [[-0.78648, 1.75372, -1.73756], [-0.93535, 1.42991, -0.78164], [0.08367, 0.79405, -0.39672], [1.17941, 0.35679, -1.01854], [1.44147, -0.83949, -0.50363], [0.07325, -0.03252, 0.86012], [-1.20233, -0.51040, 1.33266], [0.74870, -1.68953, -0.57392], [2.48855, -1.13078, -0.36546], [-1.88978, 0.09412, 0.87473], [-1.20109, -0.22587, 2.30995]],
  "forces_ev_per_angstrom": [[-0.10, -0.05, 0.24], [0.30, 0.39, 0.77], [-2.69, -2.10, -0.03], [2.19, -1.18, 2.01], [0.82, 0.41, -2.49], [-0.48, 1.31, -0.70], [0.20, 0.71, -0.25], [-0.19, 0.50, 0.79], [-0.06, 0.05, -0.22], [0.04, -0.06, -0.09], [-0.02, 0.02, -0.03]]
}


No. 8
{
  "formula": "C2H5N3O",
  "method": "ωB97M-V with the def2-TZVPD basis set",
  "charge": 0,
  "multiplicity": 1,
  "homo_lumo_gap_ev": 10.591,
  "smiles": "[H]/N=C/NC(N)=O",
  "elements": ["H", "N", "C", "N", "C", "N", "O", "H", "H", "H", "H"],
  "coordinates": [[3.22520, 0.73558, 0.03606], [2.36472, 0.75177, 0.57882], [1.43000, 0.17338, -0.05647], [0.14094, 0.14788, 0.44297], [-0.86204, -0.63658, -0.13642], [-2.12027, -0.10598, 0.04809], [-0.64070, -1.66716, -0.73666], [1.49160, -0.29514, -1.04181], [-0.01452, 0.59016, 1.33876], [-2.83119, -0.59533, -0.47783], [-2.18375, 0.90143, 0.00451]],
  "forces_ev_per_angstrom": [[-0.10, -0.05, 0.08], [-0.23, -0.16, -0.25], [0.11, 0.07, 0.05], [0.09, -0.05, 0.08], [0.07, -0.11, -0.19], [-0.03, -0.05, -0.09], [-0.01, 0.40, 0.11], [0.14, -0.04, 0.15], [-0.06, 0.08, -0.18], [0.05, 0.04, 0.12], [-0.02, -0.14, 0.12]]
}


No. 9
{
  "formula": "C2H5N3O2",
  "method": "ωB97M-V with the def2-TZVPD basis set",
  "charge": 0,
  "multiplicity": 1,
  "homo_lumo_gap_ev": 9.468,
  "smiles": "N/N=C(\\N)C(=O)O",
  "elements": ["N", "N", "C", "N", "C", "O", "O", "H", "H", "H", "H", "H"],
  "coordinates": [[1.94931, -0.68686, -0.24767], [0.64640, -0.89265, 0.03795], [-0.12895, 0.11523, 0.03806], [0.57851, 1.29225, 0.11841], [-1.54424, -0.18479, 0.02501], [-2.19131, 0.88098, -0.27586], [-2.08418, -1.42233, 0.08654], [2.33498, -1.64294, -0.25124], [2.37377, -0.02777, 0.50240], [1.16782, 1.46090, -0.58511], [-0.17346, 2.11037, 0.66932], [-2.92865, -1.00238, -0.11781]],
  "forces_ev_per_angstrom": [[1.40, 0.07, 1.81], [-1.44, -2.59, -1.64], [3.17, -1.95, 1.53], [-7.77, 3.58, 6.53], [-0.58, 4.89, -1.64], [0.30, -3.94, 1.30], [0.77, 2.53, 0.08], [0.39, 1.06, 0.30], [-0.50, -1.23, -1.57], [2.47, 1.55, -3.39], [3.53, -2.70, -3.17], [-1.74, -1.25, -0.14]]
}


No. 10
{
  "formula": "C2H5N3O2",
  "method": "ωB97M-V with the def2-TZVPD basis set",
  "charge": 0,
  "multiplicity": 1,
  "homo_lumo_gap_ev": 8.157,
  "elements": ["C", "C", "N", "N", "N", "O", "O", "H", "H", "H", "H", "H"],
  "coordinates": [[-0.25000, -0.35209, 0.19602], [-1.13812, 0.88321, 0.39806], [-2.67082, 0.33936, 0.42752], [-0.96811, -1.41755, -0.07896], [1.04984, -0.20091, -0.04329], [-3.32417, 0.59169, -0.56280], [-2.20959, -1.59778, 0.17555], [-1.10837, 1.43944, 1.41457], [-0.90780, 1.64856, -0.34485], [-0.42300, -2.40489, -0.25877], [1.60716, 0.61582, 0.12101], [1.51121, -1.07604, -0.34974]],
  "forces_ev_per_angstrom": [[-3.30, 1.74, -0.16], [-0.66, -0.29, 1.71], [-0.97, 1.87, -0.84], [3.96, -3.30, 0.22], [1.65, -2.41, -0.85], [1.32, 0.11, 1.10], [-0.59, -0.40, -0.04], [0.34, -1.37, -1.42], [-0.30, -0.24, -0.43], [-1.15, 2.98, 0.24], [-0.36, 0.03, 0.10], [0.06, 1.28, 0.37]]
}


No. 11
{
  "formula": "C2H5N3O2",
  "method": "ωB97M-V with the def2-TZVPD basis set",
  "charge": 0,
  "multiplicity": 1,
  "homo_lumo_gap_ev": 10.590,
  "smiles": "C#[N+][O-].NNC=O",
  "elements": ["C", "N", "O", "H", "N", "N", "C", "O", "H", "H", "H", "H"],
  "coordinates": [[1.57279, -1.39503, 0.89101], [1.90705, -0.70594, 0.01926], [2.23977, -0.00741, -0.89290], [1.77229, -2.11824, 1.63431], [-0.16966, 1.41083, 0.30446], [-0.45469, 0.28416, -0.48990], [-0.82583, -0.87031, 0.01612], [-1.19267, -1.76954, -0.67787], [-0.87523, 2.20162, 0.13250], [0.85595, 1.69152, 0.13180], [-0.67951, 0.48043, -1.40655], [-0.72312, -0.91780, 1.16551]],
  "forces_ev_per_angstrom": [[0.93, 0.67, -0.85], [0.85, -1.03, 0.74], [-0.24, 0.31, -0.08], [-0.25, -0.26, 0.34], [0.77, 1.25, -0.12], [0.33, 2.80, 1.44], [-0.47, -0.49, 2.53], [-0.62, -1.58, -0.61], [1.75, -1.63, 0.22], [-2.39, -0.19, 0.15], [-0.31, -0.02, -2.39], [-0.35, 0.16, -1.38]]
}


No. 12
{
  "formula": "C2H5N3O2S",
  "method": "ωB97M-V with the def2-TZVPD basis set",
  "charge": 0,
  "multiplicity": 1,
  "homo_lumo_gap_ev": 9.148,
  "smiles": "[H]/N=C/NOC(=S)NO",
  "elements": ["H", "N", "C", "N", "O", "C", "S", "N", "O", "H", "H", "H", "H"],
  "coordinates": [[-2.66985, 1.99522, -0.91920], [-1.69395, 2.15778, -0.22175], [-1.10201, 1.05958, -0.31874], [0.43395, 1.16638, 0.25754], [1.23384, 0.19401, -0.64552], [1.27328, -1.27331, -0.30061], [2.23946, -2.14955, -1.31266], [0.66879, -1.77955, 0.79667], [-0.56638, -0.96464, 1.13594], [-1.37693, 0.12213, -1.07459], [0.81025, 2.07192, -0.07228], [0.93608, -2.59723, 1.32410], [-0.18653, -0.00274, 1.35110]],
  "forces_ev_per_angstrom": [[3.21, 0.87, 2.89], [-3.99, -1.28, -2.72], [2.71, -0.15, -2.37], [-1.73, -2.39, -2.08], [-1.43, -1.63, 1.90], [1.31, 1.03, -0.55], [-0.59, 0.60, 0.67], [-2.15, 4.26, -0.96], [2.63, -0.43, 1.04], [1.12, 2.25, 2.50], [-0.37, -0.67, 0.07], [-0.38, 0.09, -0.13], [-0.36, -2.55, -0.27]]
}


Computed energy above the lowest of the compared OMol25 structures with the same formula, charge and spin, in the same sequence as the records: 877.88 141.05 400.38 295.40 133.69 35.37 495.59 12.40 425.70 729.85 574.69 692.57 kJ/mol.
Computed energy, in the same sequence as the records: -11262.1874 -15961.4757 -6620.7876 -6621.8756 -8672.2569 -8673.2759 -8668.5060 -8673.5140 -10717.3981 -10714.2459 -10715.8540 -21548.7355 eV.